This record from the Open Molecules 2025 dataset describes an isolated molecule of C24H27N3O2S at a distorted geometry. The level of theory is ωB97M-V/def2-TZVPD.

SMILES string: COc1ccc([C@@H](/C=C/N2[C@H](Cc3ccccc3)C(=O)N(C)C2(C)C)SC#N)cc1
Energy in eV: -44724.7558
ΔE to the lowest compared entry with this formula, charge and spin in eV: 3.855
LUMO level in eV: 0.39
HOMO-LUMO gap in eV: 8.518
Total charge: 0

```
57
Properties=species:S:1:pos:R:3:forces:R:3:nbo_charge:R:1
C 1.070 -5.982 5.608 -0.3 -0.2 -0.9 -0.2582
O 0.527 -6.357 4.311 0.3 0.3 0.5 -0.4990
C 0.283 -5.414 3.366 -0.1 0.8 -0.2 0.3240
C -0.315 -5.875 2.166 0.5 0.4 1.0 -0.2559
C -0.640 -4.990 1.157 -0.2 -0.5 0.4 -0.1784
C -0.414 -3.608 1.303 -0.3 1.0 1.2 -0.1185
C -0.834 -2.567 0.256 -1.5 -0.5 -0.1 -0.3259
C -0.271 -1.171 0.400 0.5 0.8 -0.8 -0.3845
C -0.544 -0.193 -0.506 0.1 -0.3 0.3 0.0881
N -0.274 1.141 -0.367 0.0 -0.2 0.0 -0.4420
C -0.524 2.080 -1.463 -0.3 -0.2 0.6 -0.1150
C 0.322 1.781 -2.694 0.4 0.0 -0.3 -0.4330
C 0.096 2.791 -3.787 0.1 -0.1 -0.4 0.0865
C 1.161 3.541 -4.294 -0.5 0.4 0.1 -0.2427
C 0.914 4.560 -5.219 -0.3 -0.2 -0.1 -0.1875
C -0.393 4.777 -5.685 0.0 -0.2 0.2 -0.2244
C -1.450 3.972 -5.226 0.4 -0.1 0.0 -0.1966
C -1.194 2.962 -4.293 0.1 0.6 -0.1 -0.2465
C -0.173 3.408 -0.808 -0.1 1.7 -0.3 0.6828
O -0.259 4.533 -1.314 0.1 -1.8 0.6 -0.6111
N 0.249 3.163 0.468 0.0 0.1 -0.5 -0.4515
C 0.708 4.228 1.329 0.1 0.1 0.3 -0.4211
C 0.287 1.761 0.846 0.0 -0.5 -0.1 0.3446
C -0.567 1.537 2.110 0.0 0.2 -0.1 -0.6430
C 1.735 1.304 1.109 0.0 0.4 0.0 -0.6383
S -0.569 -3.648 -1.232 0.2 0.8 -2.5 0.2848
C -2.215 -3.905 -1.616 -0.8 0.3 -0.2 0.0239
N -3.365 -3.989 -1.791 1.4 -0.1 0.1 -0.3317
C 0.197 -3.165 2.488 -0.4 -0.3 -0.1 -0.1145
C 0.549 -4.034 3.521 -0.2 -0.8 -0.1 -0.3339
H 1.128 -6.956 6.105 0.1 0.5 0.1 0.2072
H 2.074 -5.528 5.513 -0.5 -0.2 0.0 0.1833
H 0.388 -5.302 6.154 0.3 -0.3 -0.3 0.1843
H -0.517 -6.936 2.075 0.0 0.1 0.0 0.2280
H -1.086 -5.462 0.270 0.2 0.6 0.6 0.2330
H -1.953 -2.440 -0.001 1.5 -0.3 1.6 0.2555
H 0.358 -0.796 1.237 -0.8 -1.3 -0.6 0.2099
H -1.006 -0.410 -1.476 -0.1 -0.1 0.4 0.2058
H -1.600 2.087 -1.731 0.5 0.1 0.1 0.2181
H 1.379 1.780 -2.395 -0.2 0.0 -0.1 0.2128
H 0.092 0.777 -3.080 0.0 0.2 0.3 0.2216
H 2.166 3.361 -3.904 -0.3 0.1 -0.2 0.2081
H 1.741 5.189 -5.570 -0.4 -0.3 0.1 0.2134
H -0.588 5.567 -6.416 0.1 -0.3 0.3 0.2147
H -2.474 4.133 -5.579 0.4 0.0 0.1 0.2153
H -1.999 2.332 -3.902 0.2 0.3 -0.3 0.2043
H 0.669 5.151 0.753 0.0 -0.1 0.0 0.2550
H 0.077 4.343 2.220 0.0 -0.1 -0.2 0.2003
H 1.739 4.066 1.667 -0.2 0.0 -0.1 0.1984
H -1.515 2.086 2.007 0.2 -0.3 0.1 0.2263
H -0.763 0.474 2.295 0.0 0.4 -0.1 0.2334
H 0.000 1.939 2.959 -0.3 -0.1 -0.1 0.2130
H 2.391 1.667 0.302 -0.2 -0.2 0.3 0.2229
H 2.039 1.749 2.065 0.2 -0.1 -0.2 0.2119
H 1.820 0.215 1.193 0.1 0.4 -0.1 0.2255
H 0.351 -2.102 2.659 0.0 -0.3 -0.1 0.1973
H 0.988 -3.626 4.434 -0.1 -0.3 -0.3 0.2193
```
Positions in Å, forces in eV/Å.

=====

This record from the Open Molecules 2025 dataset describes a structure of composition C24H27N4RuS at a distorted geometry. The level of theory is ωB97M-V/def2-TZVPD.

Energy in eV: -44676.6651
ΔE to the lowest compared entry with this formula, charge and spin in eV: 1.011
LUMO level (spin up / spin down) in eV: -10.82 / -12.14
HOMO-LUMO gap (spin up / spin down) in eV: 6.574 / 5.498
<S²>: 6.048
Spin multiplicity: 5
Total charge: +3

```
57
Properties=species:S:1:pos:R:3:forces:R:3:nbo_charge:R:1
Ru 0.204 0.559 0.101 -0.1 -1.0 -0.5 1.2173
C -1.547 4.206 -1.338 0.2 0.1 -0.1 -0.2276
C -1.330 3.020 -0.635 -0.6 0.2 0.1 0.0967
N -0.171 2.384 -0.681 0.0 -0.4 0.1 -0.4355
C 0.847 2.897 -1.411 0.4 0.6 -0.5 0.1370
C 0.728 4.104 -2.135 0.0 -0.8 0.5 -0.0544
C -0.522 4.751 -2.087 -0.1 -0.2 0.2 -0.0350
C 1.867 4.567 -2.858 0.3 -0.1 -0.1 -0.1683
C 3.042 3.880 -2.844 -0.2 0.3 -0.1 -0.0847
C 3.178 2.650 -2.132 -0.8 -0.4 0.5 -0.0876
C 4.344 1.864 -2.092 -0.1 -0.2 0.2 -0.0481
C 4.341 0.674 -1.392 -0.1 0.2 -0.1 -0.2241
C 3.180 0.260 -0.734 0.4 -0.5 0.1 0.1024
N 2.071 0.977 -0.757 -1.0 0.0 0.4 -0.4626
C 2.057 2.156 -1.428 0.4 0.7 -0.6 0.2154
H -2.513 4.687 -1.283 0.0 0.0 0.0 0.2764
H -2.114 2.577 -0.021 0.1 0.1 -0.1 0.2387
H -0.667 5.668 -2.640 -0.1 0.1 0.0 0.2652
H 1.773 5.484 -3.422 0.1 0.1 0.0 0.2617
H 3.897 4.253 -3.388 0.0 0.0 -0.1 0.2516
H 5.230 2.193 -2.612 0.1 0.0 -0.1 0.2655
H 5.220 0.051 -1.351 0.0 -0.1 0.0 0.2752
H 3.154 -0.680 -0.188 0.0 0.1 0.0 0.2412
S 0.435 0.646 2.417 0.1 -0.1 0.6 0.0578
C 0.341 0.606 4.135 0.0 0.1 -0.9 -0.0829
C 0.505 -0.619 4.810 0.1 -0.5 0.7 -0.1779
C 0.490 -0.628 6.186 0.0 -0.4 -0.5 -0.1646
C 0.333 0.570 6.895 0.0 0.0 0.1 -0.0039
C 0.167 1.782 6.217 -0.1 0.5 -0.4 -0.1789
C 0.153 1.810 4.843 -0.1 0.5 0.6 -0.1660
H 0.648 -1.529 4.248 0.0 -0.1 0.0 0.2475
H 0.599 -1.562 6.718 0.0 0.0 0.0 0.2644
H 0.345 0.557 7.976 0.0 0.0 0.1 0.2606
H 0.053 2.703 6.774 0.0 0.0 0.0 0.2671
H 0.023 2.736 4.305 0.0 0.1 0.0 0.2495
C -1.972 -4.856 -2.687 -0.1 0.2 -0.1 -0.6180
C -2.614 -3.476 -2.525 -0.1 -0.9 -0.7 -0.2218
N -2.197 -2.832 -1.295 1.0 1.3 0.3 -0.3113
C -2.857 -3.283 -0.076 0.0 -0.1 0.8 -0.2400
C -1.958 -4.128 0.832 -0.2 0.0 -0.2 -0.6261
C -1.248 -1.898 -1.254 -0.8 -1.0 -1.2 0.5432
C -0.553 -1.449 -2.505 0.0 0.2 0.0 -0.6703
N -0.846 -1.314 -0.142 0.5 1.6 1.8 -0.8795
H -2.331 -5.296 -3.614 0.0 -0.1 -0.1 0.2555
H -2.236 -5.531 -1.878 0.0 0.0 0.1 0.2228
H -0.889 -4.775 -2.736 0.1 -0.1 0.0 0.2104
H -3.700 -3.608 -2.490 0.1 0.3 0.0 0.2358
H -2.380 -2.854 -3.386 -0.1 0.0 0.1 0.2200
H -3.730 -3.872 -0.356 0.1 0.2 -0.1 0.2514
H -3.224 -2.405 0.468 -0.1 -0.1 -0.1 0.2067
H -1.803 -5.114 0.404 0.1 -0.1 0.0 0.2423
H -2.448 -4.256 1.793 0.0 0.0 0.1 0.2468
H -0.980 -3.678 0.988 0.1 0.0 0.1 0.1954
H -1.249 -1.004 -3.217 0.0 0.0 0.0 0.2666
H -0.052 -2.279 -3.004 0.0 0.0 0.0 0.2769
H 0.202 -0.694 -2.230 -0.2 -0.3 -0.2 0.1994
H -1.297 -1.657 0.711 0.2 0.1 -0.3 0.4051
```
Positions in Å, forces in eV/Å.

=====

This record from the Open Molecules 2025 dataset describes a structure of composition C24H27N5O2RbTe. The level of theory is ωB97M-V/def2-TZVPD.

Energy in eV: -44824.3235
ΔE to the lowest compared entry with this formula, charge and spin in eV: 0.347
LUMO level in eV: 2.04
HOMO-LUMO gap in eV: 5.339
Total charge: -1

```
60
Properties=species:S:1:pos:R:3:forces:R:3:nbo_charge:R:1
Rb -0.310 -1.312 -1.933 0.1 0.3 -0.3 0.9351
C 0.869 -0.992 2.865 0.0 0.0 -0.1 -0.6972
C 0.960 -1.583 1.487 0.0 0.0 0.1 0.1885
N -0.008 -2.182 0.893 0.2 0.0 0.0 -0.2864
N -1.176 -2.344 1.572 -0.4 -0.1 0.0 -0.5111
C -2.210 -2.523 0.742 0.4 0.1 0.0 0.5748
O -2.201 -2.450 -0.509 -0.4 -0.2 0.2 -0.7817
C -3.515 -2.803 1.440 0.0 0.0 0.0 -0.0363
C -4.652 -3.012 0.668 0.0 0.0 0.0 -0.2007
C -5.875 -3.280 1.267 0.0 0.0 0.0 -0.2333
C -5.973 -3.340 2.650 0.0 0.0 0.0 -0.2265
C -4.841 -3.130 3.428 0.0 0.0 0.0 -0.2347
C -3.619 -2.862 2.827 0.0 0.0 0.0 -0.1930
C 2.240 -1.482 0.740 -0.1 0.0 -0.1 0.1935
C 3.385 -0.966 1.345 0.0 0.0 0.1 -0.2377
C 4.552 -0.861 0.614 0.0 0.0 0.0 -0.1637
C 4.562 -1.278 -0.707 0.0 0.0 0.0 -0.2787
C 3.381 -1.786 -1.227 0.0 0.0 0.0 0.0479
N 2.252 -1.886 -0.536 0.1 -0.1 0.0 -0.4549
H -0.156 -1.074 3.211 0.0 0.0 0.0 0.2565
H 1.161 0.060 2.844 0.0 0.0 0.0 0.2427
H 1.527 -1.528 3.557 0.0 0.0 0.0 0.2021
H -4.548 -2.955 -0.408 0.0 0.0 0.0 0.2310
H -6.755 -3.439 0.655 0.0 0.0 0.0 0.1990
H -6.928 -3.546 3.121 0.0 0.0 0.0 0.1979
H -4.913 -3.170 4.509 0.0 0.0 0.0 0.1997
H -2.730 -2.691 3.417 0.0 0.0 0.0 0.2339
H 3.348 -0.624 2.369 0.0 0.0 0.0 0.2203
H 5.444 -0.444 1.065 0.0 0.0 0.0 0.2063
H 5.449 -1.203 -1.321 0.0 0.0 0.0 0.2093
H 3.332 -2.125 -2.258 0.0 0.0 0.0 0.1900
C 0.694 7.753 -2.061 0.0 -0.1 0.0 -0.6204
C 0.641 6.314 -1.610 0.0 0.0 0.0 -0.0420
C -0.542 5.731 -1.184 0.0 0.0 0.0 -0.2344
C -0.602 4.406 -0.751 0.0 0.0 0.0 -0.0425
C -1.928 3.860 -0.295 0.0 0.0 0.0 -0.6344
C 0.560 3.613 -0.737 0.0 0.1 0.0 -0.2554
Te 0.514 1.613 -0.023 0.0 0.1 0.0 -0.5385
C 1.765 4.201 -1.174 0.0 0.0 0.0 0.0638
C 3.056 3.426 -1.183 0.0 0.0 0.0 -0.6558
C 1.785 5.526 -1.599 0.0 0.0 0.0 -0.2642
H -0.293 8.214 -2.013 0.0 0.0 0.0 0.2032
H 1.054 7.836 -3.090 0.0 0.0 0.0 0.2034
H 1.369 8.339 -1.433 0.0 0.0 0.0 0.2039
H -1.452 6.325 -1.182 0.0 0.0 0.0 0.1850
H -2.710 4.618 -0.383 0.0 0.0 0.0 0.1878
H -1.873 3.518 0.740 0.0 0.0 0.0 0.2318
H -2.210 2.985 -0.883 0.0 0.0 0.0 0.2270
H 2.969 2.536 -1.809 0.0 0.0 0.0 0.2257
H 3.295 3.062 -0.181 0.0 0.0 0.0 0.2280
H 3.878 4.046 -1.549 0.0 0.0 0.0 0.1860
H 2.727 5.958 -1.926 0.0 0.0 0.0 0.1826
N 0.487 -4.577 -0.749 0.0 0.0 -0.1 -0.8410
C 0.708 -4.734 -2.067 0.0 0.1 0.0 0.7842
N 0.972 -6.039 -2.479 0.0 -0.1 0.0 -0.8534
O 0.709 -3.815 -2.885 0.0 -0.1 0.1 -0.7164
H 0.615 -5.344 -0.116 0.0 0.0 0.0 0.3810
H 0.363 -3.641 -0.341 0.0 -0.1 0.0 0.4519
H 0.530 -6.772 -1.947 0.0 0.0 0.0 0.3717
H 0.866 -6.146 -3.475 0.0 0.0 0.0 0.3886
```
Positions in Å, forces in eV/Å.